{"formula": "C5H10", "method": "ωB97M-V with the def2-TZVPD basis set", "spin_multiplicity": 1, "de_lowest_kcal_mol": 120.2, "e_tot_ev": -5342.05381, "homo_ev": -8.492, "species": ["C", "C", "C", "C", "C", "H", "H", "H", "H", "H", "H", "H", "H", "H", "H"], "coordinates": [[2.2412, 0.0121, 0.0821], [1.4293, 1.1104, 0.6450], [-0.9611, -0.6278, 0.3313], [-2.1433, -0.4133, -0.5646], [-1.0494, 0.6152, -0.5249], [3.2296, 0.3617, 0.4530], [2.1105, -1.0168, 0.4494], [2.3163, 0.0310, -1.0108], [1.1386, 0.7836, 1.6683], [-0.2444, -1.3950, 0.0511], [-1.1058, -0.5227, 1.4033], [-3.0947, -0.1654, -0.1035], [-2.2205, -1.0319, -1.4541], [-1.2495, 1.5630, -0.0365], [-0.3967, 0.6960, -1.3891]]}